# 1
{
  "formula": "C44H42IrN6O2P2S",
  "method": "ωB97M-V/def2-TZVPD",
  "symbols": ["Ir", "C", "N", "P", "C", "C", "C", "C", "C", "C", "C", "C", "C", "C", "C", "C", "P", "C", "C", "C", "C", "C", "C", "C", "C", "C", "C", "C", "C", "H", "H", "H", "H", "H", "H", "H", "H", "H", "H", "H", "H", "H", "H", "H", "H", "H", "H", "H", "H", "H", "H", "H", "O", "S", "N", "C", "N", "C", "C", "N", "H", "H", "H", "H", "H", "H", "N", "C", "O", "C", "C", "C", "N", "C", "C", "H", "H", "H", "H", "H", "H", "C", "C", "C", "C", "C", "C", "C", "C", "C", "C", "H", "H", "H", "H", "H", "H", "H"],
  "xyz": [[-0.601, -0.466, 0.214], [2.061, -1.546, 2.028], [1.190, -0.518, 1.518], [1.034, -0.558, -1.489], [1.517, -2.284, -1.651], [1.078, -3.250, -0.753], [1.454, -4.578, -0.907], [2.268, -4.941, -1.968], [2.708, -3.982, -2.874], [2.335, -2.658, -2.719], [2.564, 0.342, -1.120], [2.597, 1.714, -1.367], [3.790, 2.410, -1.277], [4.959, 1.741, -0.936], [4.929, 0.383, -0.661], [3.734, -0.319, -0.755], [0.968, 0.957, 2.365], [2.223, 2.153, 1.973], [1.805, 3.423, 1.577], [2.734, 4.444, 1.449], [4.072, 4.198, 1.717], [4.495, 2.928, 2.089], [3.576, 1.901, 2.219], [0.948, 0.598, 4.106], [1.998, 0.953, 4.955], [1.957, 0.579, 6.288], [0.874, -0.138, 6.776], [-0.179, -0.482, 5.935], [-0.147, -0.120, 4.601], [2.157, -2.355, 1.309], [1.634, -1.942, 2.958], [3.051, -1.157, 2.281], [0.431, -2.978, 0.078], [1.104, -5.325, -0.207], [2.560, -5.975, -2.095], [3.340, -4.270, -3.703], [2.670, -1.910, -3.427], [1.696, 2.237, -1.668], [3.814, 3.471, -1.490], [5.896, 2.282, -0.894], [5.840, -0.142, -0.404], [3.731, -1.388, -0.587], [0.758, 3.613, 1.378], [2.411, 5.433, 1.153], [4.793, 5.000, 1.632], [5.543, 2.739, 2.281], [3.916, 0.916, 2.512], [2.828, 1.541, 4.589], [2.767, 0.858, 6.949], [0.843, -0.421, 7.820], [-1.030, -1.023, 6.326], [-0.979, -0.367, 3.953], [-2.541, 1.461, 3.254], [-1.612, 2.266, 2.433], [-0.485, 1.247, 1.702], [-0.572, 2.284, -5.445], [-0.050, 1.100, -4.765], [0.939, 0.365, -5.556], [-0.168, 0.781, -3.476], [0.704, -0.057, -2.991], [0.265, 2.782, -5.935], [-1.017, 2.984, -4.753], [-1.308, 2.007, -6.200], [0.726, 0.539, -6.608], [0.872, -0.697, -5.339], [1.952, 0.706, -5.331], [-6.680, -1.471, 4.046], [-6.521, -1.187, 2.734], [-7.422, -1.093, 1.933], [-5.095, -1.008, 2.262], [-4.859, -0.064, 1.272], [-3.584, 0.072, 0.771], [-2.563, -0.685, 1.195], [-2.790, -1.601, 2.140], [-4.038, -1.791, 2.703], [-7.621, -1.560, 4.395], [-5.932, -1.363, 4.708], [-5.673, 0.535, 0.891], [-3.364, 0.789, -0.010], [-1.943, -2.203, 2.447], [-4.177, -2.560, 3.451], [-3.411, 1.839, -3.858], [-2.347, 2.204, -3.088], [-1.378, 1.179, -2.588], [-2.067, -0.165, -2.375], [-1.670, -1.069, -1.391], [-2.212, -2.357, -1.373], [-3.148, -2.743, -2.322], [-3.607, -1.827, -3.246], [-3.104, -0.517, -3.269], [-3.708, 0.490, -4.083], [-4.045, 2.603, -4.291], [-2.159, 3.246, -2.864], [-0.938, 1.532, -1.649], [-1.922, -3.065, -0.604], [-3.549, -3.748, -2.308], [-4.385, -2.104, -3.947], [-4.505, 0.205, -4.756]],
  "lumo_energy_ev": [-4.8, -7.7],
  "multiplicity": 6,
  "gap_ev": [6.973, 5.795],
  "homo_energy_ha": [-0.4338, -0.4956],
  "total_charge": 2,
  "energy_ev": -91581.6398,
  "de_lowest_kj_mol": 0.0
}

=====

# 2
{
  "formula": "C44H42N5O4PSSe2Ti",
  "method": "ωB97M-V/def2-TZVPD",
  "symbols": ["Ti", "N", "C", "C", "C", "C", "C", "C", "S", "O", "O", "N", "C", "N", "C", "C", "C", "N", "H", "H", "H", "H", "H", "H", "H", "H", "H", "C", "C", "C", "C", "N", "C", "C", "C", "C", "C", "C", "C", "H", "H", "H", "H", "H", "H", "H", "H", "O", "C", "C", "C", "O", "C", "Se", "C", "Se", "H", "H", "H", "H", "H", "H", "H", "H", "H", "H", "C", "C", "C", "C", "C", "C", "P", "C", "C", "C", "C", "C", "C", "C", "C", "C", "C", "C", "C", "H", "H", "H", "H", "H", "H", "H", "H", "H", "H", "H", "H", "H", "H", "H"],
  "xyz": [[-0.370, 0.294, 0.392], [-3.271, -2.429, 7.473], [-2.806, -1.437, 6.581], [-1.597, -0.785, 6.816], [-1.138, 0.179, 5.931], [-1.895, 0.499, 4.814], [-3.114, -0.122, 4.585], [-3.567, -1.084, 5.470], [-1.251, 1.613, 3.592], [-0.399, 2.555, 4.273], [-2.378, 2.119, 2.865], [-0.407, 0.639, 2.614], [0.939, 0.513, 2.777], [1.596, 0.514, 3.954], [2.914, 0.424, 3.874], [3.612, 0.297, 2.680], [2.850, 0.211, 1.529], [1.537, 0.313, 1.578], [-2.515, -2.919, 7.928], [-3.874, -3.094, 7.010], [-1.006, -1.053, 7.686], [-0.182, 0.667, 6.071], [-3.666, 0.120, 3.684], [-4.502, -1.599, 5.275], [3.442, 0.439, 4.825], [4.691, 0.233, 2.659], [3.286, 0.051, 0.550], [-3.026, 0.270, -3.126], [-3.451, 1.624, -3.214], [-2.848, 2.555, -2.391], [-1.813, 2.179, -1.534], [-1.452, 0.844, -1.402], [-2.077, -0.063, -2.202], [-1.030, 3.076, -0.712], [-1.169, 4.475, -0.735], [-0.328, 5.272, 0.015], [0.661, 4.684, 0.807], [0.769, 3.302, 0.859], [-0.066, 2.448, 0.120], [-3.474, -0.506, -3.733], [-4.249, 1.913, -3.888], [-3.163, 3.591, -2.417], [-1.796, -1.097, -2.045], [-1.928, 4.945, -1.352], [-0.438, 6.351, -0.009], [1.320, 5.305, 1.406], [1.521, 2.883, 1.523], [-3.643, -4.089, 0.688], [-2.218, -4.056, 0.535], [-1.515, -3.509, 1.780], [-1.624, -4.553, 2.906], [-2.959, -4.926, 3.237], [-0.018, -3.320, 1.514], [0.535, -2.323, -0.100], [-2.174, -2.215, 2.286], [-2.815, -0.925, 0.939], [-3.908, -3.150, 0.615], [-1.947, -3.435, -0.318], [-1.895, -5.084, 0.340], [-1.157, -4.156, 3.815], [-1.060, -5.449, 2.609], [-3.497, -4.736, 2.449], [0.461, -4.299, 1.425], [0.430, -2.824, 2.378], [-1.466, -1.701, 2.940], [-3.035, -2.476, 2.899], [6.025, -0.889, -2.864], [5.183, -1.593, -2.018], [3.843, -1.238, -1.900], [3.323, -0.175, -2.634], [4.177, 0.518, -3.494], [5.516, 0.171, -3.605], [1.508, 0.203, -2.465], [1.454, 1.962, -2.958], [0.342, 2.433, -3.660], [0.176, 3.790, -3.885], [1.102, 4.700, -3.397], [2.200, 4.244, -2.679], [2.370, 2.885, -2.461], [0.962, -0.656, -4.002], [1.147, -0.155, -5.290], [0.762, -0.896, -6.397], [0.198, -2.154, -6.235], [0.020, -2.667, -4.958], [0.394, -1.920, -3.848], [7.070, -1.163, -2.951], [5.567, -2.429, -1.444], [3.182, -1.805, -1.248], [3.786, 1.348, -4.071], [6.165, 0.727, -4.273], [-0.415, 1.737, -4.005], [-0.711, 4.137, -4.402], [0.950, 5.763, -3.538], [2.906, 4.949, -2.258], [3.212, 2.541, -1.870], [1.581, 0.829, -5.423], [0.900, -0.488, -7.392], [-0.107, -2.730, -7.101], [-0.423, -3.646, -4.819], [0.246, -2.315, -2.847]],
  "lumo_energy_ev": [4.1, 4.1],
  "multiplicity": 3,
  "gap_ev": [3.521, 5.638],
  "homo_energy_ha": [0.0212, -0.0567],
  "total_charge": -2,
  "energy_ev": -235885.4223,
  "de_lowest_kj_mol": 33.1
}

=====

# 3
{
  "formula": "C44H43B2N8O2S2SiW",
  "method": "ωB97M-V/def2-TZVPD",
  "symbols": ["W", "C", "C", "C", "C", "N", "N", "B", "N", "N", "C", "C", "C", "C", "C", "C", "C", "C", "C", "C", "N", "N", "C", "C", "C", "C", "C", "C", "C", "C", "C", "C", "C", "C", "C", "C", "C", "C", "H", "H", "H", "H", "H", "H", "H", "H", "H", "H", "H", "H", "H", "H", "H", "H", "H", "H", "H", "H", "H", "H", "H", "H", "H", "H", "H", "H", "S", "C", "C", "N", "C", "S", "C", "N", "C", "Si", "C", "C", "C", "H", "H", "H", "H", "H", "H", "H", "H", "H", "H", "H", "O", "B", "O", "C", "C", "C", "C", "C", "C", "H", "H", "H", "H"],
  "xyz": [[0.018, 0.817, 0.287], [1.022, -4.658, 1.210], [0.380, -3.524, 0.485], [-0.476, -3.582, -0.588], [-0.810, -2.264, -0.915], [-0.172, -1.435, -0.050], [0.552, -2.232, 0.797], [1.565, -1.711, 1.832], [0.856, -0.798, 2.832], [0.039, 0.189, 2.378], [-0.511, 0.786, 3.481], [0.031, 0.186, 4.608], [0.878, -0.817, 4.162], [1.688, -1.783, 4.955], [-1.635, 1.753, 3.574], [-2.488, 1.568, 4.670], [-3.545, 2.427, 4.916], [-3.787, 3.493, 4.064], [-2.969, 3.679, 2.961], [-1.907, 2.820, 2.718], [2.615, -0.889, 1.104], [2.211, 0.120, 0.290], [3.319, 0.557, -0.351], [4.414, -0.192, 0.063], [3.933, -1.099, 0.987], [4.667, -2.142, 1.758], [3.382, 1.571, -1.429], [3.738, 1.130, -2.704], [3.870, 2.033, -3.748], [3.664, 3.386, -3.526], [3.370, 3.840, -2.247], [3.244, 2.938, -1.203], [-1.707, -1.967, -2.068], [-1.847, -0.748, -2.726], [-2.690, -0.593, -3.817], [-3.432, -1.661, -4.289], [-3.313, -2.886, -3.650], [-2.470, -3.032, -2.564], [0.660, -5.595, 0.793], [0.781, -4.639, 2.272], [2.107, -4.636, 1.109], [-0.779, -4.483, -1.086], [2.069, -2.619, 2.404], [-0.175, 0.441, 5.632], [1.582, -1.564, 6.014], [2.743, -1.723, 4.693], [1.355, -2.807, 4.780], [-2.335, 0.724, 5.329], [-4.186, 2.255, 5.770], [-4.612, 4.167, 4.251], [-3.149, 4.503, 2.284], [-1.296, 3.010, 1.854], [5.430, -0.073, -0.272], [5.726, -2.090, 1.518], [4.309, -3.143, 1.516], [4.554, -1.995, 2.832], [3.901, 0.073, -2.875], [4.127, 1.674, -4.736], [3.762, 4.090, -4.341], [3.263, 4.900, -2.058], [3.095, 3.299, -0.199], [-1.307, 0.130, -2.418], [-2.755, 0.376, -4.296], [-4.092, -1.542, -5.137], [-3.887, -3.737, -3.992], [-2.441, -3.997, -2.082], [-0.630, 2.728, -0.899], [0.067, 4.157, -0.260], [-0.224, 5.380, -0.938], [-0.464, 6.355, -1.495], [0.861, 4.075, 0.838], [1.170, 2.543, 1.519], [1.486, 5.214, 1.431], [2.000, 6.116, 1.923], [-4.551, 0.355, 1.975], [-3.188, -0.735, 1.299], [-2.388, -1.754, 2.650], [-4.026, -1.956, 0.154], [-2.074, 0.512, 0.326], [-5.230, -0.232, 2.599], [-5.137, 0.761, 1.147], [-4.182, 1.189, 2.569], [-3.138, -2.482, 2.974], [-2.090, -1.182, 3.527], [-1.528, -2.318, 2.286], [-4.964, -2.245, 0.638], [-3.443, -2.864, 0.006], [-4.277, -1.543, -0.825], [-2.538, 1.478, 0.540], [-2.385, 0.284, -0.705], [0.569, 1.273, -2.988], [0.770, 0.445, -1.889], [1.302, -0.769, -2.297], [1.370, -0.708, -3.669], [1.801, -1.672, -4.553], [1.758, -1.330, -5.901], [1.306, -0.080, -6.324], [0.880, 0.885, -5.418], [0.928, 0.532, -4.089], [2.146, -2.639, -4.214], [2.081, -2.052, -6.639], [1.286, 0.142, -7.382], [0.533, 1.860, -5.733]],
  "lumo_energy_ev": -5.3,
  "gap_ev": 5.856,
  "homo_energy_ha": -0.4083,
  "total_charge": 1,
  "energy_ev": -95068.0686,
  "de_lowest_kj_mol": 0.0
}

=====

# 4
{
  "formula": "C44H43ClN2O5PSTe2Tl",
  "method": "ωB97M-V/def2-TZVPD",
  "symbols": ["Tl", "C", "C", "N", "C", "C", "S", "C", "C", "N", "H", "H", "H", "H", "H", "H", "H", "H", "H", "H", "H", "H", "H", "H", "Te", "Cl", "C", "C", "C", "C", "C", "C", "C", "O", "O", "H", "H", "H", "H", "O", "P", "C", "C", "C", "C", "C", "C", "C", "C", "C", "C", "C", "C", "C", "C", "C", "C", "C", "C", "H", "H", "H", "H", "H", "H", "H", "H", "H", "H", "H", "H", "H", "H", "H", "O", "C", "O", "C", "C", "C", "C", "C", "C", "H", "H", "H", "H", "H", "Te", "C", "C", "C", "C", "C", "C", "H", "H", "H", "H", "H"],
  "xyz": [[-0.047, -1.187, 0.954], [-2.303, -2.243, -2.242], [-2.937, -1.776, -0.926], [-2.353, -2.466, 0.210], [-2.637, -3.893, 0.308], [-1.429, -4.837, 0.093], [0.203, -4.039, 0.083], [0.723, -4.230, -1.662], [-0.297, -3.617, -2.623], [-0.910, -2.481, -2.024], [-2.768, -3.185, -2.553], [-2.511, -1.490, -3.019], [-2.731, -0.711, -0.822], [-4.034, -1.912, -0.984], [-2.669, -2.014, 1.063], [-3.004, -4.107, 1.317], [-3.432, -4.173, -0.402], [-1.375, -5.514, 0.944], [-1.506, -5.418, -0.827], [1.675, -3.708, -1.705], [0.889, -5.286, -1.884], [0.194, -3.414, -3.599], [-1.081, -4.362, -2.819], [-0.354, -1.636, -1.976], [2.395, -1.942, 1.720], [-1.220, 6.440, 1.605], [-1.209, 4.979, 0.664], [-2.301, 4.683, -0.132], [-2.296, 3.509, -0.862], [-1.224, 2.630, -0.781], [-0.136, 2.965, 0.011], [-0.113, 4.140, 0.737], [-1.237, 1.298, -1.539], [-2.118, 1.138, -2.388], [-0.323, 0.487, -1.232], [-3.144, 5.359, -0.165], [-3.135, 3.241, -1.485], [0.697, 2.283, 0.058], [0.733, 4.393, 1.363], [1.810, -1.140, -1.367], [2.315, -0.004, -2.141], [3.588, -0.635, -3.304], [3.939, -0.020, -4.500], [4.895, -0.591, -5.320], [5.504, -1.783, -4.957], [5.154, -2.404, -3.767], [4.202, -1.829, -2.946], [3.220, 1.230, -1.146], [2.841, 1.354, 0.186], [3.484, 2.258, 1.016], [4.523, 3.024, 0.522], [4.933, 2.875, -0.796], [4.282, 1.983, -1.631], [1.201, 0.899, -3.277], [0.477, 0.116, -4.165], [-0.412, 0.701, -5.045], [-0.567, 2.078, -5.055], [0.161, 2.861, -4.175], [1.054, 2.278, -3.293], [3.453, 0.905, -4.781], [5.168, -0.101, -6.247], [6.255, -2.221, -5.602], [5.629, -3.335, -3.484], [3.920, -2.297, -2.014], [2.057, 0.713, 0.561], [3.172, 2.360, 2.045], [5.023, 3.740, 1.160], [5.766, 3.456, -1.171], [4.604, 1.869, -2.657], [0.596, -0.960, -4.129], [-1.003, 0.088, -5.711], [-1.277, 2.539, -5.727], [0.015, 3.933, -4.158], [1.602, 2.890, -2.587], [-2.157, -4.425, 3.489], [-1.393, -3.451, 3.493], [-0.709, -3.023, 2.533], [-1.271, -2.649, 4.796], [-2.004, -3.016, 5.918], [-1.953, -2.252, 7.068], [-1.172, -1.109, 7.103], [-0.418, -0.748, 5.998], [-0.466, -1.519, 4.851], [-2.617, -3.905, 5.869], [-2.522, -2.539, 7.945], [-1.145, -0.496, 7.995], [0.207, 0.136, 6.034], [0.124, -1.251, 3.982], [-2.536, 0.566, 1.736], [-2.694, 2.013, 3.270], [-3.955, 2.558, 3.502], [-4.159, 3.541, 4.445], [-3.096, 4.015, 5.199], [-1.837, 3.475, 4.992], [-1.642, 2.491, 4.042], [-4.789, 2.194, 2.919], [-5.153, 3.947, 4.603], [-3.252, 4.795, 5.934], [-1.004, 3.833, 5.584], [-0.652, 2.084, 3.891]],
  "lumo_energy_ev": 3.9,
  "gap_ev": 5.410,
  "homo_energy_ha": -0.0565,
  "total_charge": -2,
  "energy_ev": -111473.4649,
  "de_lowest_kj_mol": 54.5
}